(1)
ORCA calculation (ωB97M-V with the def2-TZVPD basis set) on a structure of composition C16H15AsAuF2NO5 in a non-equilibrium geometry.

The value obtained for the HOMO energy (spin up / spin down) is -6.718 / -6.671 eV.

Structure (XYZ):
```
41
Properties=species:S:1:pos:R:3:forces:R:3
Au 0.34139 0.02238 0.00018 0.227 0.199 -1.025
F 5.53267 0.74968 -1.13297 0.103 0.016 -0.060
C 4.58867 0.60653 -0.18232 -0.058 -0.025 -0.032
C 3.27106 0.45047 -0.56421 0.263 0.015 0.088
C 2.29680 0.30239 0.41192 -0.117 0.122 0.044
C 2.64772 0.30946 1.78047 0.263 0.042 -0.143
C 3.99649 0.47519 2.08571 -0.121 -0.016 -0.036
F 4.40869 0.50815 3.37493 0.079 0.009 0.088
C 4.98621 0.62434 1.13690 -0.008 0.002 0.015
C 1.57897 0.16128 2.80354 -0.280 0.022 -0.067
C 1.76848 0.04747 4.18244 0.013 -0.015 0.048
C 0.66546 -0.07509 5.00948 0.051 0.005 -0.009
C -0.61157 -0.08718 4.47153 -0.181 -0.014 0.042
C -0.72702 0.01823 3.09879 0.691 0.013 0.093
N 0.33373 0.13981 2.31031 -0.308 0.014 1.099
H 3.02770 0.44917 -1.61697 0.010 0.011 0.010
H 6.01928 0.75228 1.42264 0.007 0.000 0.008
H 2.75949 0.05130 4.60080 0.001 -0.002 0.036
H 0.80801 -0.16297 6.07881 -0.003 -0.002 0.006
H -1.49188 -0.18031 5.09136 -0.002 -0.009 0.044
H -1.69078 0.00070 2.60356 -0.147 0.008 -0.036
O -3.72708 0.89527 -0.23279 2.156 1.496 0.711
C -2.55998 0.69587 -0.21596 -1.177 -5.382 -2.027
O -1.72738 -0.17416 -0.52650 -1.480 3.296 1.216
C -1.64315 3.35112 -0.29143 -0.434 0.158 0.145
O -2.70279 3.63534 0.04775 -1.225 0.653 0.478
O -0.61264 2.99584 -0.62975 1.766 -0.206 -0.665
C 0.37390 -4.72980 -2.18124 -0.077 -0.093 -0.073
As -0.47187 -3.10149 -1.61364 0.561 0.128 0.537
C -2.32530 -3.49346 -1.31239 -0.063 -0.052 -0.075
C -0.38977 -1.91397 -3.12105 -0.065 -0.057 -0.077
O 0.26108 -2.50693 -0.25154 -0.369 -0.433 -0.389
H -0.11782 -5.13822 -3.06340 0.006 -0.022 -0.006
H 0.32411 -5.44445 -1.36207 0.011 -0.003 -0.006
H 1.41666 -4.51401 -2.40547 -0.002 0.019 0.020
H -2.78271 -3.93183 -2.19867 -0.030 0.006 0.017
H -2.81883 -2.55850 -1.05592 -0.054 -0.020 0.011
H -2.39300 -4.18346 -0.47313 -0.019 0.020 -0.008
H -0.87241 -2.37522 -3.98236 -0.006 0.010 -0.024
H 0.65545 -1.70865 -3.34677 -0.028 0.034 0.053
H -0.89550 -0.99015 -2.85412 0.045 0.051 -0.051
```
Forces are in eV/Å.

***

(2)
ORCA calculation (ωB97M-V with the def2-TZVPD basis set) on a structure of composition C16H15BF4MoN3O4S6Se2Te2 in a non-equilibrium geometry.

As for the total charge: -1. The value obtained for the HOMO energy is -5.019 eV. The calculation puts the relative energy (zero: lowest compared OMol25 entry of this formula, charge and spin) at 21.8 kcal/mol.

Structure (XYZ):
```
54
Properties=species:S:1:pos:R:3:forces:R:3
Mo 0.15373 0.69172 -0.07305 0.211 1.169 -0.614
Se -2.21866 1.51308 0.46842 0.299 0.269 -0.041
Te -2.97430 2.38388 -1.74120 -0.089 -0.227 -0.139
Te -2.77055 -0.02179 -2.93454 -0.034 0.074 0.125
Se -0.35201 -0.37075 -2.17164 0.072 0.010 -0.167
N 0.71552 1.94213 1.72892 -0.140 0.013 0.119
H 1.67933 2.25181 1.74251 -0.031 -0.044 -0.052
H 0.56249 1.35355 2.54488 0.091 -0.006 0.068
H 0.10104 2.75165 1.79073 0.002 0.005 -0.147
O -0.37322 -0.66845 3.32940 0.236 0.127 0.228
C -0.82019 -1.00138 2.26732 -0.009 -0.096 -0.528
O -0.21736 -0.65128 1.10773 0.005 -0.822 0.698
C -2.07035 -1.79124 2.09568 -0.025 0.214 -0.113
C -2.73923 -2.20888 3.23826 -0.021 -0.049 0.096
C -3.94656 -2.87346 3.12831 -0.044 -0.042 0.135
C -4.46023 -3.09825 1.86431 -0.057 -0.053 -0.010
C -3.81670 -2.68496 0.71481 -0.009 -0.006 -0.105
C -2.60568 -2.02199 0.83565 -0.065 -0.067 -0.103
N -5.75503 -3.81384 1.74442 0.175 0.105 0.034
O -6.20291 -3.98913 0.63156 -0.011 -0.006 -0.040
O -6.29067 -4.18525 2.77045 -0.012 -0.001 0.017
H -2.30206 -2.00597 4.20649 -0.029 0.014 -0.008
H -4.49618 -3.20828 3.99517 0.033 -0.009 -0.001
H -4.26084 -2.87189 -0.25171 0.026 0.014 0.002
H -2.08340 -1.68953 -0.05012 -0.004 0.028 0.006
F 0.60490 2.59795 -0.87739 -0.497 -0.311 0.094
B 0.39879 4.12418 -0.76494 0.299 0.228 0.165
F -0.22024 4.53358 -1.90839 0.043 -0.083 0.094
F 1.68711 4.60484 -0.62397 -0.128 -0.047 0.039
F -0.35503 4.32521 0.38430 0.093 -0.064 -0.150
S 0.20863 -3.59383 -0.03779 0.195 -0.157 -0.017
C 1.83032 -3.23524 0.14085 -0.063 -0.083 0.040
N 2.69151 -3.39638 -0.91208 0.029 0.039 0.057
C 4.03734 -3.22412 -0.85312 -0.072 0.011 -0.051
C 4.63324 -2.85835 0.30521 0.016 -0.073 0.093
C 3.80095 -2.61296 1.42549 -0.046 -0.036 -0.013
C 2.45228 -2.78142 1.34570 0.030 0.028 -0.017
H 2.24690 -3.63972 -1.78596 0.025 -0.027 -0.016
H 4.58326 -3.37967 -1.77236 -0.049 -0.025 -0.017
H 5.70502 -2.73263 0.35333 -0.016 0.028 -0.018
H 4.24863 -2.28020 2.35493 -0.023 0.006 -0.004
H 1.80687 -2.58734 2.18996 0.008 -0.017 0.016
C 4.15850 2.71086 2.36372 -0.049 -0.094 -0.041
S 3.73552 0.94433 2.26600 0.085 -0.105 0.143
C 4.59182 0.51190 0.80733 -0.012 0.025 -0.090
C 4.06311 0.28937 -0.41576 -0.056 0.275 0.176
S 2.45698 0.26251 -1.08601 -0.377 -0.238 0.093
S 5.25819 -0.08110 -1.64999 -0.058 -0.001 -0.075
C 6.67478 -0.10186 -0.66767 0.035 -0.012 -0.021
S 8.17219 -0.49475 -1.22818 -0.013 0.016 0.001
S 6.32808 0.30678 0.96432 -0.010 -0.014 0.091
H 3.81449 3.06789 3.33427 -0.007 0.000 -0.027
H 3.66554 3.26418 1.56467 0.062 0.058 -0.007
H 5.23725 2.83425 2.29768 -0.015 0.056 0.003
```
Forces are in eV/Å.

***

(3)
ORCA calculation (ωB97M-V with the def2-TZVPD basis set) on a structure of composition C16H15BiN5O3S2 in a non-equilibrium geometry.

As for the total charge: +1. The value obtained for the HOMO energy is -11.922 eV.

Structure (XYZ):
```
42
Properties=species:S:1:pos:R:3:forces:R:3
Bi -1.95823 0.76617 -1.35145 1.055 0.214 0.219
C -0.99051 3.08836 2.85073 0.018 0.634 -0.158
N -0.92683 1.64476 2.80731 -0.103 -0.311 -0.193
C -0.46945 0.93717 3.86427 0.033 -0.627 0.152
C -0.44743 -0.41638 3.85097 -0.034 0.212 0.024
C -0.95273 -1.06504 2.68469 0.102 0.396 0.071
N -1.33804 -0.33813 1.63057 0.111 -0.506 -0.267
C -1.33193 0.97388 1.67601 -0.041 0.332 0.513
O -1.73640 1.69211 0.71068 0.017 0.117 -0.433
N -1.05305 -2.38468 2.60475 0.112 -0.184 0.212
H -1.19837 3.40692 3.87096 -0.001 0.020 -0.094
H -1.77749 3.41798 2.17474 0.045 0.041 0.241
H -0.04942 3.52165 2.50791 -0.025 0.014 0.063
H -0.14575 1.50926 4.72025 0.026 0.067 0.023
H -0.10351 -0.97779 4.70275 0.049 -0.011 0.087
H -0.86767 -2.94925 3.41818 0.027 0.080 -0.068
H -1.60711 -2.78648 1.84588 0.115 0.023 0.076
S -1.15329 -3.90143 -1.94433 -0.081 0.465 -0.178
C -2.56266 -3.39983 -2.78183 0.184 0.132 0.147
C -2.70236 -2.05496 -2.70035 -0.265 -0.590 -0.324
N -1.71904 -1.44188 -1.98817 0.401 0.168 0.079
C -0.83205 -2.28815 -1.53874 0.130 -0.379 -0.038
H -3.20909 -4.10573 -3.26112 -0.126 -0.125 -0.164
H -3.48643 -1.46644 -3.13943 -0.211 0.011 -0.059
H 0.00752 -1.98384 -0.94626 0.211 0.071 0.207
S -3.96541 -0.36831 -0.14975 -1.106 0.506 0.083
C -3.33011 -1.82225 0.28035 -0.014 -0.458 0.026
N -2.86247 -2.84125 0.54958 -0.223 -0.400 0.036
O 0.12572 0.62256 -2.89229 -0.135 0.056 -0.395
C 0.77939 0.63886 -1.84493 -0.019 0.062 -0.120
O 0.16470 0.48083 -0.71388 -0.503 0.025 0.385
C 2.23163 0.88238 -1.83620 0.437 0.060 -0.132
C 2.85796 1.58495 -0.80737 -0.191 -0.164 -0.080
C 4.19451 1.92885 -0.92479 0.007 0.025 0.066
C 4.91394 1.55294 -2.05027 -0.087 0.031 0.022
C 4.30303 0.80862 -3.04861 0.054 -0.065 -0.034
C 2.96282 0.48646 -2.95380 -0.094 0.035 0.131
H 2.28272 1.87882 0.05863 -0.017 0.033 0.068
H 4.67622 2.49681 -0.14051 -0.009 0.022 0.001
H 5.94493 1.85727 -2.15961 0.074 -0.070 0.051
H 4.87224 0.48321 -3.90462 0.060 0.018 -0.125
H 2.45951 -0.06898 -3.73089 0.016 0.016 -0.122
```
Forces are in eV/Å.

***

(4)
ORCA calculation (ωB97M-V with the def2-TZVPD basis set) on the molecule C16H15BrO3S2 in a non-equilibrium geometry.

The structure (SMILES) is CC(C)[C@H](C(=O)O)[C@H]1C(=O)/C(=C/c2ccc(Br)cc2)SC1=S. The value obtained for the HOMO energy is -8.304 eV. The calculation puts the relative energy (zero: lowest compared OMol25 entry of this formula, charge and spin) at 3.7 kcal/mol.

Structure (XYZ):
```
37
Properties=species:S:1:pos:R:3:forces:R:3
C 2.49083 1.26739 -0.55132 -1.284 0.278 1.252
C 3.21922 -0.02670 -0.95166 -1.640 0.126 1.906
C 4.62194 0.12071 -0.46771 0.856 0.620 -0.974
C 2.58081 -1.30358 -0.19030 0.877 0.409 -3.813
C 3.36498 -2.54876 -0.70463 -2.189 0.968 3.713
O 3.37441 -3.50737 0.03115 0.128 -0.768 0.122
O 3.89833 -2.61357 -1.87661 0.115 1.020 -1.676
C 1.04558 -1.59735 -0.43020 -1.054 0.642 -0.457
C 0.19880 -0.98031 0.72253 0.862 -2.082 0.196
O 0.60244 -0.97619 1.83160 1.379 -0.149 2.668
C -1.07474 -0.37371 0.46420 -4.706 2.009 3.424
C -2.07927 -0.09075 1.52308 2.422 0.965 -5.973
C -3.27234 0.82155 1.28554 -0.783 -2.962 0.539
C -3.41849 1.80368 0.33365 3.521 1.004 -0.681
C -4.57006 2.45620 0.04091 -1.462 0.843 1.011
C -5.70867 2.12264 0.79172 -0.349 -0.262 -1.332
Br -7.40840 2.82419 0.27774 0.263 0.303 0.158
C -5.72767 1.05502 1.65768 1.856 0.185 -0.215
C -4.48113 0.40353 1.84903 -1.433 -1.393 1.642
S -1.11050 0.16784 -1.14684 1.381 -0.630 -1.255
C 0.37460 -0.83379 -1.59680 -0.673 -0.628 -1.688
S 0.66783 -0.98673 -3.19892 0.166 0.132 1.041
H 2.25432 1.19468 0.60732 0.407 0.600 -2.303
H 1.55016 1.47903 -1.13160 0.614 -0.593 0.773
H 3.09523 2.16196 -0.79413 -0.006 -0.475 0.509
H 3.18288 -0.08806 -2.02368 -0.049 -0.626 -0.454
H 4.68387 0.29592 0.56518 -0.241 -0.152 1.765
H 5.03748 1.05802 -0.84323 0.221 -0.223 -0.524
H 5.26973 -0.70166 -0.71125 0.364 -0.338 -0.230
H 2.76440 -1.27071 0.86400 -0.025 0.191 0.584
H 3.95478 -3.56238 -1.89161 0.944 -1.339 -0.981
H 0.90482 -2.76075 -0.52683 -0.124 2.317 0.237
H -2.02686 -0.72442 2.34856 0.145 -0.486 1.545
H -2.44890 2.12453 -0.10805 -0.999 0.063 -0.092
H -4.62018 3.32736 -0.59828 0.173 -0.273 -0.284
H -6.67530 0.82034 2.10654 0.106 -0.609 0.301
H -4.51491 -0.55780 2.44324 0.217 1.314 -0.455
```
Forces are in eV/Å.

***

(5)
ORCA calculation (ωB97M-V with the def2-TZVPD basis set) on a structure of composition C16H15BrPtSe in a non-equilibrium geometry.

Its spin multiplicity is 5. The value obtained for the HOMO energy (spin up / spin down) is -7.034 / -7.616 eV. The calculation puts the relative energy (zero: lowest compared OMol25 entry of this formula, charge and spin) at 0.0 kcal/mol.

Structure (XYZ):
```
34
Properties=species:S:1:pos:R:3:forces:R:3
C -0.20707 -0.81458 -2.74406 -0.191 -0.823 0.741
C -0.32300 -1.83814 -1.76993 -1.584 0.809 -0.432
C -1.20777 -1.34664 -0.70298 0.433 0.957 -1.365
H 0.11190 -2.82352 -1.84245 -0.116 0.107 0.115
C -1.49252 0.07750 -1.01693 0.952 -1.237 -0.859
C -0.79475 0.37863 -2.26114 -1.202 -0.453 0.947
H -0.79726 1.33424 -2.76581 -0.050 -0.071 0.105
H 0.17812 -0.96132 -3.74281 0.431 0.155 0.222
H -1.58585 -1.88929 0.13665 -0.435 -0.396 0.027
H -2.17997 0.70583 -0.49286 -0.283 0.175 0.086
Pt 0.38152 -0.19593 0.04137 1.417 1.292 -0.084
Br 2.07707 -1.97635 0.21733 0.522 -0.684 0.567
C 3.30378 1.18670 -0.73538 -1.642 1.339 -1.067
C 2.29929 1.87015 -1.48691 2.369 -0.933 1.635
C 2.13240 1.15340 -2.72597 1.030 -1.860 -0.345
H 1.77376 2.77126 -1.20703 0.132 0.022 0.027
C 2.91758 -0.01722 -2.67527 -0.389 0.994 -0.179
C 3.68682 0.00796 -1.46593 -0.709 0.417 -0.687
H 4.41404 -0.74127 -1.16531 -0.190 0.305 -0.053
H 3.70103 1.48972 0.21941 -0.048 -0.021 0.060
H 1.52531 1.47870 -3.56394 0.015 -0.147 0.181
H 2.91870 -0.82858 -3.39706 0.133 0.314 0.053
Se 0.71155 1.49533 1.76330 0.218 -0.542 -0.588
C -0.81846 0.57917 2.42373 -1.079 -0.444 -0.162
C -2.05646 1.22855 2.19958 0.595 -0.373 0.732
C -3.18363 0.73281 2.84276 0.302 0.042 -0.299
C -3.07220 -0.43500 3.60665 -0.041 0.256 -0.062
C -1.89137 -1.16866 3.67480 0.177 0.090 -0.254
C -0.75536 -0.70657 3.02044 0.185 1.155 -0.217
H -2.08587 2.10893 1.54636 -0.041 -0.214 0.541
H -4.11170 1.30319 2.73856 0.162 -0.510 0.170
H -3.92696 -0.77333 4.14947 -0.450 -0.230 0.250
H -1.81110 -2.09386 4.24438 -0.291 0.160 -0.197
H 0.16841 -1.29182 2.93696 -0.332 0.349 0.390
```
Forces are in eV/Å.

***

(6)
ORCA calculation (ωB97M-V with the def2-TZVPD basis set) on a structure of composition C16H15BrS3 in a non-equilibrium geometry.

The value obtained for the HOMO energy is -7.755 eV. The calculation puts the relative energy (zero: lowest compared OMol25 entry of this formula, charge and spin) at 0.0 kcal/mol.

Structure (XYZ):
```
35
Properties=species:S:1:pos:R:3:forces:R:3
Br 6.06193 -0.00161 -2.62590 -0.388 0.012 0.024
C 4.19400 -0.00173 -2.26284 -0.934 -0.280 0.305
C 3.50710 -1.22700 -2.11797 0.043 0.945 -0.056
C 2.15884 -1.22120 -1.75477 0.055 0.591 0.496
C 1.51126 -0.00544 -1.43089 1.044 0.045 -0.271
S -0.20317 -0.01654 -0.97327 -2.011 -0.034 -1.976
C 2.14819 1.21008 -1.77602 0.107 -0.858 0.522
C 3.49837 1.20980 -2.13615 0.178 -0.247 -0.107
H 4.03283 -2.15748 -2.26274 0.004 -0.083 -0.118
H 1.58989 -2.14924 -1.69455 0.254 0.186 0.194
H 1.57716 2.13200 -1.73237 0.180 -0.042 0.202
H 4.02312 2.15227 -2.29440 -0.182 -0.263 -0.064
C -5.27685 0.00184 -0.31637 0.565 -0.012 0.102
C -4.58559 -1.20349 -0.15155 0.259 0.049 0.220
C -3.23949 -1.19802 0.26049 -0.637 -0.369 -0.614
C -2.57048 0.00388 0.42830 0.922 0.111 0.093
C -1.03601 0.00683 0.68754 0.346 -0.058 1.433
S -0.62135 1.38961 1.74692 -0.335 1.735 -0.272
C 1.16291 1.25226 1.76710 -0.355 -0.325 0.616
C 1.63058 0.01317 2.51381 -0.780 0.180 0.894
C 1.15158 -1.24768 1.82586 -0.196 0.107 0.273
S -0.63059 -1.37265 1.76671 -0.477 -1.641 -0.225
C -3.27962 1.20104 0.36582 -0.151 0.535 -0.432
C -4.61933 1.20914 -0.04031 0.151 -0.313 0.165
H -6.31128 0.00063 -0.65275 0.203 0.009 0.060
H -5.07665 -2.16290 -0.35814 0.180 0.475 0.184
H -2.71026 -2.13971 0.41167 -0.144 0.254 -0.227
H 1.51201 1.25296 0.74749 0.285 0.206 -0.256
H 1.44964 2.16475 2.27532 0.367 0.166 -0.018
H 2.70357 0.01223 2.57591 0.654 -0.023 0.050
H 1.21483 0.03996 3.56010 0.445 -0.020 -0.916
H 1.52849 -1.31893 0.80971 0.207 -0.167 -0.010
H 1.41351 -2.13591 2.39508 0.312 -0.099 -0.087
H -2.76895 2.14635 0.59995 -0.292 -0.483 -0.306
H -5.14015 2.16068 -0.15682 0.120 -0.288 0.122
```
Forces are in eV/Å.

***

no.,E_tot (eV)
1,-98526.501
2,-253198.356
3,-57935.131
4,-114688.172
5,-155465.477
6,-119382.640